No. 1
{"formula": "C22H18ClN3O2S", "method": "ωB97M-V with the def2-TZVPD basis set", "de_lowest_kcal_mol": 10.05, "smiles": "NC(=O)c1sc2nc3c(c(-c4ccc(Cl)o4)c2c1N)C[C@H](c1ccccc1)CC3", "lumo_energy_ev": -0.3, "gap_ev": 7.5, "total_energy_ha": -2022.2022, "fmax_ha_per_bohr": 0.108, "mol_weight_g_mol": 423.9, "symbols": ["N", "C", "O", "C", "S", "C", "N", "C", "C", "C", "C", "C", "C", "C", "Cl", "O", "C", "C", "N", "C", "C", "C", "C", "C", "C", "C", "C", "C", "C", "H", "H", "H", "H", "H", "H", "H", "H", "H", "H", "H", "H", "H", "H", "H", "H", "H", "H"], "coordinates": [[6.9059, 1.4478, -2.0825], [6.0919, 1.3020, -0.9815], [6.7187, 1.2234, 0.0572], [4.6497, 1.2580, -0.8925], [3.7873, 1.4068, -2.3871], [2.2349, 1.5470, -1.5567], [1.1064, 1.6862, -2.2029], [-0.0841, 1.5822, -1.4820], [-0.0425, 1.3880, -0.1140], [1.2038, 1.3518, 0.5219], [1.2850, 1.1729, 1.9676], [1.6210, 0.0180, 2.6693], [1.6589, 0.4116, 4.0269], [1.1930, 1.7469, 3.9610], [1.1043, 2.9513, 5.2205], [0.8223, 2.1732, 2.8025], [2.3679, 1.3846, -0.2070], [3.7723, 1.0992, 0.1819], [4.4615, 1.0454, 1.4127], [-1.3350, 1.5265, 0.7594], [-2.5002, 0.8783, 0.0997], [-2.7055, -0.4551, 0.6730], [-1.5606, -1.2874, 0.8415], [-1.6874, -2.4179, 1.6011], [-2.8546, -2.9540, 1.9370], [-3.9545, -2.1693, 1.8175], [-3.9047, -0.9060, 1.2774], [-2.4610, 0.8223, -1.4484], [-1.4750, 1.7582, -2.0956], [7.7986, 1.0963, -1.9666], [6.4818, 1.6556, -3.0267], [1.7451, -1.1087, 2.2603], [1.9148, -0.2063, 4.9196], [5.4300, 1.3014, 1.3011], [3.9494, 1.4455, 2.1987], [-1.2029, 1.1884, 1.7735], [-1.2969, 2.6134, 0.8256], [-3.3820, 1.5826, 0.4721], [-0.6053, -1.0987, 0.4619], [-0.8263, -2.9930, 1.8484], [-2.8714, -3.9497, 2.2828], [-4.8348, -2.4332, 2.3133], [-4.7338, -0.1837, 1.4020], [-3.4702, 1.0570, -1.8423], [-2.3504, -0.2670, -1.6910], [-1.8478, 2.8102, -1.9135], [-1.4465, 1.3694, -3.1259]], "forces_ev_per_angstrom": [[-4.74, 1.24, -2.60], [1.35, 0.05, 0.79], [0.78, -0.39, 2.01], [-2.03, -0.50, -1.84], [-0.98, 0.44, -0.81], [0.68, -0.22, -1.81], [-3.04, -0.22, 0.13], [1.64, 0.57, -0.88], [0.08, 0.41, 1.72], [-1.06, -0.29, 0.63], [-0.82, -2.41, -0.74], [0.10, -1.03, -1.49], [-1.00, 1.74, 0.84], [0.71, -1.66, 4.57], [-0.09, -0.69, -0.38], [1.75, -0.49, -2.06], [1.70, -1.26, 1.59], [3.07, 2.10, 0.46], [-3.02, -0.10, 0.13], [3.03, 0.67, -1.56], [-3.14, 2.62, 0.37], [0.40, -1.93, 1.34], [-2.35, 0.55, 0.54], [2.55, -0.37, -1.24], [-1.30, -0.40, 0.48], [-0.90, 0.84, 0.14], [0.93, 1.52, -0.67], [-1.36, -0.98, 0.75], [0.92, -0.46, -0.22], [1.89, -0.50, 0.07], [1.11, -0.66, 1.59], [0.06, 3.27, 0.80], [-0.28, 1.00, -0.94], [0.42, -0.04, 0.06], [0.38, -0.34, -0.27], [0.18, -0.35, 0.19], [-1.12, 0.29, 0.03], [1.18, -1.58, -1.03], [1.20, 0.86, -0.56], [0.86, -0.31, -0.14], [-0.32, -0.84, 0.80], [-1.48, -0.71, 0.38], [0.38, -0.67, -0.34], [0.44, -0.06, 0.25], [0.52, 1.00, -0.22], [0.58, -0.95, -0.78], [0.13, 1.25, -0.06]], "lowdin_charge": [0.149, -0.551, 0.027, -0.415, 1.059, -0.538, 0.130, -0.164, -0.085, -0.060, -0.241, -0.023, -0.052, -0.755, 0.694, 0.053, -0.118, -0.188, 0.136, -0.084, -0.299, -0.196, -0.008, -0.106, -0.107, -0.092, -0.016, -0.156, -0.111, 0.075, 0.111, 0.182, 0.126, 0.053, 0.091, 0.117, 0.137, 0.179, 0.098, 0.102, 0.102, 0.089, 0.121, 0.123, 0.135, 0.148, 0.124]}



No. 2
{"formula": "C37H37CoF5P2", "method": "ωB97M-V with the def2-TZVPD basis set", "de_lowest_kcal_mol": 40.98, "lumo_energy_ev": [0.0, -0.1], "spin_multiplicity": 4, "gap_ev": [5.8, 6.8], "total_energy_ha": -3996.5782, "fmax_ha_per_bohr": 0.094, "mol_weight_g_mol": 697.6, "symbols": ["Co", "C", "C", "C", "C", "C", "C", "C", "C", "C", "H", "H", "H", "H", "H", "H", "H", "H", "H", "H", "H", "H", "H", "H", "H", "P", "P", "C", "C", "C", "C", "C", "C", "C", "C", "C", "C", "C", "C", "C", "C", "C", "C", "C", "C", "C", "C", "C", "C", "C", "C", "C", "C", "H", "H", "H", "H", "H", "H", "H", "H", "H", "H", "H", "H", "H", "H", "H", "H", "H", "H", "H", "H", "H", "H", "F", "C", "F", "C", "F", "F", "F"], "coordinates": [[1.0183, 1.1810, -2.5357], [3.0132, 2.9711, -4.9047], [3.7952, 2.3602, -3.9775], [4.6753, 3.0289, -2.9911], [4.0277, 4.3325, -2.4760], [2.6183, 4.1228, -2.0005], [1.5097, 4.1211, -2.7687], [1.5508, 4.8961, -4.0616], [2.6091, 4.4111, -5.0755], [0.4340, 1.0905, 0.7622], [2.7791, 2.4111, -5.8375], [4.0568, 1.3003, -4.0774], [5.6598, 3.2193, -3.4615], [4.8794, 2.3283, -2.1655], [4.6583, 4.7165, -1.6593], [4.0922, 5.1036, -3.2574], [2.5164, 4.1935, -0.9165], [0.5117, 3.9259, -2.3481], [1.8037, 5.9422, -3.8217], [0.5610, 4.9567, -4.5188], [2.2293, 4.4989, -6.1137], [3.5014, 5.0525, -5.0335], [0.2321, 1.1466, -0.3316], [-0.5040, 0.8330, 1.2660], [1.1763, 0.3120, 0.9546], [2.5937, 0.5649, -1.2371], [1.1017, 2.6992, 1.2780], [3.3794, 1.5878, -0.0218], [2.8089, 2.6040, 0.7454], [3.6139, -0.9496, -1.4179], [4.9389, -0.8457, -1.8902], [5.7395, -1.9922, -1.9813], [5.2435, -3.2534, -1.6287], [3.8864, -3.3713, -1.2911], [3.0617, -2.2405, -1.2098], [1.7485, 0.8698, -4.1255], [0.5276, 1.5897, -4.3279], [-0.2600, 1.1021, -5.4221], [0.2773, 0.1550, -6.2719], [1.4756, -0.5076, -5.9651], [2.1848, -0.2663, -4.7785], [1.1785, 2.9543, 3.0460], [1.9453, 2.0245, 3.7757], [2.3239, 2.3490, 5.0771], [1.9231, 3.5582, 5.6604], [1.0706, 4.4119, 4.9509], [0.6776, 4.1233, 3.6430], [-0.0976, 3.8383, 0.5275], [-1.3773, 3.3346, 0.2342], [-2.3022, 4.1098, -0.4465], [-2.0036, 5.4363, -0.7667], [-0.7869, 5.9851, -0.3485], [0.1590, 5.1979, 0.3085], [4.4717, 1.4667, -0.0643], [3.3856, 3.4876, 1.0617], [5.3071, 0.1318, -2.2186], [6.7531, -1.8860, -2.3548], [5.8999, -4.1317, -1.6545], [3.4750, -4.3612, -1.1149], [1.9851, -2.3365, -1.0267], [0.3935, 2.6271, -3.9583], [-1.2461, 1.5163, -5.6372], [-0.2849, -0.0991, -7.1923], [1.8245, -1.2475, -6.6844], [2.9393, -0.9138, -4.3274], [2.3009, 1.1082, 3.2943], [2.9500, 1.6599, 5.6325], [2.2442, 3.8085, 6.6758], [0.7147, 5.3215, 5.4251], [0.0338, 4.8074, 3.0770], [-1.6713, 2.3394, 0.5560], [-3.2620, 3.6637, -0.7094], [-2.7121, 6.0381, -1.3393], [-0.5417, 7.0275, -0.5323], [1.0916, 5.6407, 0.6480], [-0.4556, -1.2127, -3.3300], [-0.7769, -0.2140, -2.4124], [-1.8477, 0.5170, -2.9438], [-1.3586, -1.0259, -1.2218], [-2.3021, -1.9316, -1.6102], [-0.3906, -1.7332, -0.5638], [-1.9661, -0.1974, -0.3271]], "forces_ev_per_angstrom": [[-1.84, -1.31, 4.30], [1.58, -0.94, -1.05], [0.59, 0.51, -1.94], [-0.31, 0.29, 0.60], [0.77, 0.56, 0.19], [-0.73, 0.60, 0.35], [0.67, 1.42, 0.88], [0.02, -0.03, -0.67], [0.23, -0.02, -0.57], [-0.66, 0.17, 0.59], [-0.19, -0.13, 1.18], [-0.34, 0.47, -0.36], [-0.40, 0.13, 0.14], [-0.14, 0.39, -0.08], [-0.31, -0.08, -0.02], [-0.08, -0.28, 0.25], [-0.13, -1.05, -0.36], [0.47, 0.32, 0.20], [-0.18, -0.27, 0.14], [0.00, -0.28, -0.06], [0.08, 0.12, 0.61], [-0.33, -0.07, -0.05], [0.05, -0.16, 1.00], [0.26, 0.16, 0.08], [-0.18, 0.15, -0.10], [1.44, 0.02, 1.85], [0.68, -1.56, -1.49], [-0.18, -0.56, -0.86], [-0.44, 0.64, 0.22], [0.29, -0.16, -0.63], [-0.35, -0.57, 0.25], [-0.14, 0.16, 0.06], [-0.31, 0.47, -0.06], [0.18, 0.26, -0.13], [0.44, 0.49, -0.10], [-0.61, -0.40, -0.99], [0.44, -0.67, -3.93], [0.09, 0.83, 0.47], [-0.38, -0.10, -0.24], [0.51, -0.61, -0.33], [-1.32, 0.71, -0.73], [-0.14, 0.10, 0.34], [0.07, 0.71, 0.11], [-0.16, 0.00, -0.07], [-0.36, -0.19, -0.40], [0.04, -0.02, 0.25], [0.49, -0.40, -0.01], [-0.35, 0.50, 0.53], [0.28, -0.03, -0.02], [-0.16, 0.28, -0.02], [0.26, -0.08, 0.00], [0.06, -0.11, 0.09], [-0.21, -0.29, -0.22], [-0.28, 0.32, 0.59], [0.06, -0.70, 0.14], [0.04, -0.39, 0.24], [-0.03, -0.08, 0.10], [-0.37, 0.38, -0.06], [-0.04, 0.17, 0.04], [0.50, 0.01, 0.14], [-0.25, -0.61, -0.44], [0.24, 0.02, 0.02], [0.50, 0.02, 0.71], [-0.05, -0.09, 0.20], [0.02, 0.15, -0.51], [-0.09, 0.37, 0.20], [-0.05, 0.06, 0.00], [-0.14, -0.06, -0.42], [0.05, -0.08, -0.06], [0.33, -0.30, 0.28], [0.14, 0.13, -0.34], [0.24, 0.22, 0.04], [0.20, -0.16, 0.25], [-0.18, -0.13, -0.05], [-0.01, -0.06, -0.20], [-0.33, 0.28, 0.12], [0.79, 0.54, 0.44], [-0.18, -0.72, 0.17], [-0.36, -0.12, -0.56], [0.56, 0.52, 0.40], [-0.68, 0.68, -0.38], [0.31, -0.48, -0.24]], "lowdin_spin": [2.103, 0.041, 0.001, 0.002, 0.002, 0.019, -0.001, 0.002, 0.007, 0.013, 0.001, 0.003, 0.000, 0.002, 0.000, 0.000, 0.002, 0.001, 0.000, 0.000, 0.000, 0.002, 0.008, 0.000, 0.000, -0.013, 0.030, 0.077, 0.090, -0.001, 0.002, 0.000, 0.001, -0.001, 0.000, 0.270, 0.001, 0.083, -0.002, 0.090, 0.028, 0.006, 0.002, 0.001, 0.000, 0.001, 0.001, 0.007, 0.001, 0.000, 0.000, 0.000, 0.001, 0.004, 0.004, 0.000, 0.000, 0.000, 0.000, -0.001, 0.011, 0.005, -0.002, 0.008, 0.004, 0.000, 0.000, 0.000, 0.000, 0.000, 0.000, 0.000, 0.000, 0.000, 0.000, 0.003, 0.054, 0.007, 0.010, 0.004, 0.000, 0.001]}



No. 3
{"formula": "C4H13NO", "method": "ωB97M-V with the def2-TZVPD basis set", "de_lowest_kcal_mol": 22.58, "smiles": "CCCCN.O", "lumo_energy_ev": 0.9, "gap_ev": 10.5, "total_energy_ha": -290.1610, "fmax_ha_per_bohr": 0.049, "mol_weight_g_mol": 91.2, "symbols": ["C", "C", "C", "C", "N", "H", "H", "H", "H", "H", "H", "H", "H", "H", "H", "H", "O", "H", "H"], "coordinates": [[-0.7311, -2.2229, 0.4520], [0.3196, -1.1220, 0.4863], [-0.2075, 0.2786, 0.0380], [-0.0867, 0.4378, -1.4825], [1.1201, 1.1401, -1.9753], [-1.0327, -2.5665, -0.5435], [-1.6353, -1.8099, 0.9083], [-0.3079, -3.1433, 0.8301], [0.6096, -1.0985, 1.5397], [1.2664, -1.3247, -0.0366], [-1.2545, 0.1416, 0.3140], [0.2786, 1.1166, 0.5083], [-0.9098, 1.0607, -1.8485], [-0.2120, -0.5070, -2.0146], [1.8663, 0.4749, -2.2053], [1.6388, 1.5041, -1.1685], [-0.0257, 2.5656, 2.3841], [-0.9223, 2.2311, 2.3116], [0.2260, 2.8437, 1.5025]], "forces_ev_per_angstrom": [[0.16, 0.15, -1.54], [0.95, 0.83, 0.53], [-0.07, -2.36, -0.87], [-0.61, 0.85, -0.49], [1.57, -0.75, 0.96], [0.01, 0.56, -0.30], [0.11, -0.70, 0.47], [-0.30, -0.09, 0.96], [0.12, 0.38, 0.07], [-0.35, -0.36, -0.11], [-0.23, 1.09, 0.00], [-0.01, 0.01, 0.43], [-0.14, -0.09, 0.18], [0.16, -0.13, 0.16], [-0.65, -0.27, -0.66], [-0.71, 0.66, 0.03], [0.15, 0.09, 0.39], [-0.08, -0.01, -0.11], [-0.09, 0.13, -0.11]], "lowdin_charge": [-0.119, -0.268, -0.200, -0.290, -0.018, 0.068, 0.075, 0.067, 0.099, 0.106, 0.097, 0.065, 0.096, 0.107, 0.060, 0.056, -0.056, 0.035, 0.021]}